Entry 1:
Here is a structure of composition C29H23Cl5FN3O4SiY from the Open Molecules 2025 dataset. Energies are from ωB97M-V/def2-TZVPD.

The geometry in XYZ format:
```
67
C29H23Cl5FN3O4SiY, DFT ωB97M-V/def2-TZVPD
Y -0.03 0.09 -0.02
O 5.51 1.40 -0.29
C 5.28 1.30 1.03
C 6.37 1.44 1.89
C 6.20 1.36 3.26
C 4.94 1.13 3.80
C 3.86 0.99 2.95
C 4.00 1.07 1.57
C 2.80 0.90 0.71
O 1.68 0.65 1.27
N 2.98 1.01 -0.59
N 1.81 0.78 -1.30
C 1.91 1.00 -2.57
C 0.86 0.83 -3.54
C 1.18 1.13 -4.88
C 0.24 1.02 -5.88
C -1.05 0.59 -5.57
C -1.39 0.29 -4.27
C -0.46 0.40 -3.21
O -0.81 0.12 -2.00
H 4.64 1.29 -0.74
H 7.35 1.61 1.46
H 7.06 1.46 3.91
H 4.80 1.06 4.87
H 2.86 0.81 3.33
H 2.87 1.36 -2.94
H 2.18 1.46 -5.10
H 0.51 1.25 -6.91
H -1.79 0.50 -6.35
H -2.39 -0.04 -4.02
Cl -2.24 -7.13 -1.03
C -1.43 -5.64 -0.74
C -2.15 -4.46 -0.55
Cl -3.87 -4.50 -0.58
C -1.49 -3.26 -0.32
Cl -2.38 -1.80 -0.07
C -0.08 -3.17 -0.28
O 0.53 -2.06 -0.08
C 0.62 -4.39 -0.47
Cl 2.33 -4.31 -0.42
C -0.04 -5.58 -0.70
Cl 0.87 -7.03 -0.93
C -0.85 3.29 -1.46
Si -1.62 3.25 0.26
C -0.81 4.69 1.21
C -3.47 3.61 0.03
N -1.31 1.71 1.00
C -1.69 1.48 2.30
C -2.42 2.36 3.12
C -2.77 2.06 4.43
C -2.42 0.85 5.01
C -1.71 -0.06 4.24
C -1.38 0.28 2.95
F -0.68 -0.67 2.21
H -0.93 4.32 -1.84
H -1.36 2.64 -2.16
H 0.21 3.03 -1.46
H -0.94 5.62 0.65
H 0.26 4.51 1.30
H -1.20 4.84 2.21
H -3.61 4.53 -0.54
H -4.02 3.71 0.96
H -3.93 2.80 -0.54
H -2.73 3.32 2.72
H -3.33 2.79 5.00
H -2.70 0.62 6.02
H -1.41 -1.03 4.62
```

Results
Multiplicity: 1
HOMO-LUMO gap: 7.555 eV
E_LUMO: 2.34 eV
HOMO: -5.212 eV
Net charge: -1

Atomic partial charges in e from the Löwdin method, atoms 1 to 2: Y 1.424; O 0.040

=====

Entry 2:
Here is a cluster of 2 separate species, C29H23N2O in total in a non-equilibrium geometry from the Open Molecules 2025 dataset. Energies are from ωB97M-V/def2-TZVPD.

The geometry in XYZ format:
```
55
C29H23N2O, DFT ωB97M-V/def2-TZVPD
C 6.15 0.12 0.27
C 5.28 -0.56 -0.60
C 3.90 -0.33 -0.51
C 3.37 0.65 0.34
C 1.91 0.89 0.34
C 1.01 -0.13 0.16
C -0.41 0.08 0.22
C -1.28 -1.02 0.38
C -2.71 -0.91 0.33
C -3.37 -0.04 -0.59
C -4.74 0.16 -0.56
C -5.52 -0.51 0.40
C -4.91 -1.38 1.32
C -3.54 -1.65 1.23
C -0.87 1.44 0.22
C -0.03 2.52 0.34
C -0.55 3.91 0.34
C -1.63 4.26 -0.51
C -2.13 5.56 -0.55
C -1.64 6.53 0.33
C -0.59 6.21 1.20
C -0.03 4.93 1.17
C 1.42 2.29 0.47
O 2.21 3.24 0.61
C 4.27 1.37 1.16
C 5.64 1.08 1.16
H 7.22 -0.08 0.24
H 5.67 -1.27 -1.33
H 3.22 -0.89 -1.16
H 1.37 -1.15 0.02
H -0.82 -1.99 0.60
H -2.76 0.49 -1.33
H -5.21 0.84 -1.28
H -6.59 -0.33 0.45
H -5.51 -1.86 2.09
H -3.08 -2.38 1.90
H -1.95 1.63 0.21
H -2.05 3.49 -1.17
H -2.92 5.82 -1.27
H -2.06 7.53 0.33
H -0.22 6.95 1.91
H 0.84 4.71 1.79
H 3.90 2.17 1.79
H 6.31 1.61 1.84
C 0.31 -6.84 -2.65
C 0.31 -5.97 -1.45
C -0.36 -4.72 -1.20
N 0.02 -4.28 0.03
C 0.87 -5.25 0.54
N 1.05 -6.28 -0.36
H -0.37 -6.47 -3.43
H 1.32 -6.89 -3.07
H 0.00 -7.86 -2.37
H -1.05 -4.22 -1.86
H 1.34 -5.23 1.52
```

Results
Multiplicity: 1
HOMO-LUMO gap: 4.266 eV
E_LUMO: 1.02 eV
HOMO: -3.245 eV
Net charge: -1

Atomic partial charges in e from the Löwdin method, atoms 1 to 2: C -0.105; C -0.088

=====

Entry 3:
Here is a structure of composition C29H23NO3PPtS2Se in a non-equilibrium geometry from the Open Molecules 2025 dataset. Energies are from ωB97M-V/def2-TZVPD.

The geometry in XYZ format:
```
61
C29H23NO3PPtS2Se, DFT ωB97M-V/def2-TZVPD
Pt 0.10 1.12 0.29
S -0.78 -0.53 -1.37
C -0.90 0.83 -2.40
C -1.50 0.80 -3.67
C -1.61 1.97 -4.39
C -1.10 3.15 -3.85
C -0.49 3.09 -2.61
N -0.38 1.98 -1.91
H -1.88 -0.13 -4.06
H -2.09 1.97 -5.36
H -1.18 4.08 -4.38
H -0.07 3.98 -2.17
O -0.42 -3.46 2.72
S 0.57 -3.08 1.74
O 0.93 -4.12 0.82
O 0.29 -1.77 1.06
C 2.05 -2.60 2.62
C 2.96 -3.52 3.08
C 4.15 -3.08 3.64
C 4.39 -1.71 3.73
C 3.45 -0.79 3.30
C 2.24 -1.23 2.74
P 0.92 -0.11 2.13
C -0.54 -0.48 3.15
C -1.77 -0.12 2.61
C -2.94 -0.34 3.31
C -2.89 -0.96 4.54
C -1.68 -1.38 5.06
C -0.50 -1.13 4.37
C 1.57 1.40 3.07
C 2.31 2.27 2.28
C 2.85 3.43 2.79
C 2.63 3.76 4.12
C 1.91 2.90 4.93
C 1.40 1.72 4.41
H 2.74 -4.57 2.96
H 4.88 -3.79 3.99
H 5.33 -1.36 4.13
H 3.66 0.26 3.39
H -1.80 0.31 1.60
H -3.89 -0.03 2.89
H -3.80 -1.14 5.10
H -1.65 -1.92 6.00
H 0.45 -1.47 4.78
H 2.46 2.01 1.23
H 3.43 4.10 2.17
H 3.02 4.70 4.51
H 1.74 3.16 5.96
H 0.85 1.06 5.06
Se -1.15 3.10 1.20
C 0.15 4.48 1.08
C 0.09 5.59 1.92
C 1.06 6.57 1.82
C 2.08 6.47 0.89
C 2.15 5.36 0.06
C 1.20 4.36 0.17
H -0.71 5.67 2.64
H 1.02 7.44 2.48
H 2.83 7.25 0.82
H 2.95 5.27 -0.66
H 1.25 3.47 -0.45
```

Results
Multiplicity: 1
HOMO-LUMO gap: 6.347 eV
E_LUMO: 1.75 eV
HOMO: -4.597 eV
Net charge: -1

Atomic partial charges in e from the Löwdin method, atoms 1 to 2: Pt 0.474; S 0.628

=====

Entry 4:
Here is a structure of composition C29H24BrN6O2RhS2 in a non-equilibrium geometry from the Open Molecules 2025 dataset. Energies are from ωB97M-V/def2-TZVPD.

The geometry in XYZ format:
```
65
C29H24BrN6O2RhS2, DFT ωB97M-V/def2-TZVPD
Rh -0.18 0.07 -0.15
C 3.84 -4.16 -0.37
C 4.24 -2.95 -1.22
N 4.04 -1.70 -0.51
C 2.98 -0.91 -0.74
S 0.56 -1.52 1.32
N 2.14 -1.12 -1.69
N 1.05 -0.28 -1.70
C 0.70 0.23 -2.84
C 1.40 -0.07 -4.13
C -0.35 1.22 -2.76
C -0.79 1.96 -3.87
C -1.68 3.00 -3.69
C -2.11 3.29 -2.40
C -1.66 2.51 -1.35
N -0.83 1.48 -1.52
H 3.96 -5.07 -0.95
H 2.80 -4.07 -0.07
H 4.45 -4.23 0.53
H 3.64 -2.91 -2.12
H 5.29 -3.02 -1.50
H 4.62 -1.44 0.27
H 2.13 -0.85 -3.98
H 1.91 0.82 -4.52
H 0.68 -0.39 -4.89
H -0.40 1.72 -4.85
H -2.02 3.58 -4.53
H -2.78 4.12 -2.21
H -1.98 2.71 -0.34
S -2.46 1.68 3.38
C -3.57 1.39 2.08
C -4.92 1.72 1.97
C -5.60 1.32 0.84
C -4.96 0.60 -0.17
C -3.62 0.27 -0.07
C -2.91 0.69 1.06
N -1.57 0.46 1.30
C -1.19 0.87 2.49
C 0.10 0.61 3.09
C 0.51 1.41 4.17
C 1.71 1.20 4.82
C 2.52 0.14 4.41
C 2.12 -0.68 3.37
C 0.93 -0.45 2.66
H -5.42 2.27 2.76
H -6.65 1.56 0.74
H -5.52 0.28 -1.03
H -3.10 -0.29 -0.84
H -0.12 2.23 4.48
H 2.01 1.84 5.63
H 3.46 -0.05 4.91
H 2.75 -1.50 3.05
Br 4.25 5.20 3.77
C 3.27 4.02 2.66
C 1.99 4.38 2.24
N 1.25 3.57 1.50
C 1.75 2.41 1.10
C 3.05 2.00 1.44
C 3.81 2.82 2.26
C 3.64 0.74 0.95
O 4.70 0.27 1.27
O 2.79 0.18 0.05
H 1.56 5.33 2.52
H 1.06 1.75 0.54
H 4.80 2.51 2.55
```

Results
Multiplicity: 1
HOMO-LUMO gap: 6.275 eV
E_LUMO: -0.24 eV
HOMO: -6.518 eV
Net charge: 0

Atomic partial charges in e from the Löwdin method, atoms 1 to 2: Rh 0.552; C -0.078